Entry 1:
Below is a cluster of 7 separate species, C25H66N2O11 in total at a distorted geometry, with properties calculated with ωB97M-V/def2-TZVPD.

Max |F|, eV/A: 1.7
Relative energy (zero: lowest compared OMol25 entry of this formula, charge and spin), kcal per mole: 21.4
Energy, hartree: -1929.1226
SMILES: COCCNCCOC.COCCNCCOC.CC(C)O.CC(C)O.CC(C)O.OCCO.OCCO

```
104
Properties=species:S:1:pos:R:3:forces:R:3:mulliken_charge:R:1
C -2.386722 1.142318 3.559269 -0.271 -0.109 -0.455 -1.0211
O -3.330366 0.927228 2.514644 0.038 0.818 0.015 -0.2152
C -3.627677 2.167140 1.861254 0.655 -0.438 -0.485 -0.6241
C -4.529841 1.882461 0.690229 -0.578 -0.277 -0.328 -0.7077
N -5.849919 1.365154 1.107390 0.258 0.578 -0.224 -0.1595
C -6.781189 1.373867 -0.010570 -0.657 0.674 -0.075 -0.7405
C -8.208801 1.094287 0.435871 0.427 -1.558 -0.239 -0.7055
O -8.604285 1.960407 1.451884 0.487 0.706 0.148 -0.3344
C -9.773511 1.592544 2.115457 -1.180 -0.324 -0.330 -0.7620
H -2.832264 1.739122 4.359477 0.009 -0.105 0.121 0.2993
H -1.523853 1.686429 3.161258 0.149 -0.101 0.106 0.3709
H -2.089459 0.156433 3.907746 0.073 0.113 0.189 0.2813
H -2.703111 2.606500 1.467905 0.151 -0.164 -0.116 0.3221
H -3.995072 2.932058 2.552004 -0.510 -0.256 0.228 0.4576
H -4.073003 1.145956 0.022709 0.187 -0.243 0.317 0.2219
H -4.624771 2.743009 0.015230 -0.049 0.401 0.400 0.5259
H -6.253261 2.020624 1.773049 0.141 -0.172 0.244 0.2042
H -6.486341 0.639722 -0.761541 -0.043 -0.048 0.000 0.3845
H -6.813531 2.361143 -0.496599 0.307 0.012 -0.113 0.5122
H -8.223300 0.054694 0.795951 -0.155 0.019 0.157 0.3432
H -8.867995 1.124350 -0.439947 -0.123 0.241 0.033 0.4304
H -10.029796 2.353028 2.848708 0.330 -0.079 0.188 0.2558
H -9.744252 0.589513 2.553938 0.455 0.098 0.279 0.3188
H -10.642730 1.540933 1.442184 0.153 0.170 -0.263 0.2982
C 6.877363 -3.123974 1.921933 -0.378 0.529 0.346 -0.6304
O 7.456642 -3.678426 0.770743 0.135 0.131 -0.163 -0.3914
C 8.482720 -2.887846 0.167400 -0.789 0.085 -0.338 -0.5890
C 7.979015 -2.099388 -1.056356 -0.366 -0.017 1.102 -0.6399
N 6.778258 -1.315947 -0.680573 0.349 -0.581 -1.189 -0.3078
C 6.210397 -0.725772 -1.911417 -1.030 0.536 0.927 -0.8914
C 5.129523 0.274053 -1.527288 -0.023 1.030 -0.491 0.0916
O 5.672428 1.518419 -1.075739 0.267 -0.178 0.304 -0.4100
C 4.900577 2.108472 -0.062804 -0.062 -0.082 0.662 -0.7516
H 6.173729 -2.309941 1.710355 -0.121 -0.149 -0.232 0.2164
H 7.596314 -2.647940 2.598881 0.309 -0.375 -0.026 0.3323
H 6.345113 -3.916361 2.444881 0.061 -0.028 0.012 0.2577
H 9.243066 -3.612040 -0.121080 0.309 0.283 -0.023 0.3729
H 8.837876 -2.154640 0.894183 0.309 -0.141 0.064 0.3370
H 7.741880 -2.762466 -1.893726 0.269 -0.117 -0.100 0.3768
H 8.764207 -1.389819 -1.320313 0.045 -0.090 -0.294 0.4049
H 6.096079 -2.018134 -0.403480 0.022 0.108 0.279 0.2032
H 5.641365 -1.430603 -2.532151 0.490 -0.439 -0.104 0.3661
H 6.992631 -0.272028 -2.516511 -0.004 0.140 0.046 0.4340
H 4.445064 -0.136891 -0.779014 0.179 -0.183 0.158 -0.0525
H 4.496462 0.516451 -2.388410 -0.003 -0.235 -0.126 0.3087
H 5.388835 2.969109 0.397825 0.364 0.117 -0.579 0.3280
H 4.783466 1.426191 0.788508 -0.262 -0.252 -0.133 0.2672
H 3.916798 2.430067 -0.408720 -0.102 -0.131 -0.004 0.3401
C 2.499007 4.301315 -2.321953 -1.053 -0.226 1.223 -0.9650
C 1.846624 4.816680 -1.022904 0.377 0.762 -0.025 0.5004
C 0.625363 5.694011 -1.272676 0.325 0.215 0.706 -1.4571
O 1.507029 3.711337 -0.183083 -0.177 -0.498 -0.223 -0.5387
H 1.680141 3.928340 -2.939485 0.247 0.073 -0.401 0.2755
H 3.128127 3.451725 -2.065300 0.298 0.149 -0.223 0.1031
H 3.059589 5.105531 -2.788108 -0.023 -0.110 -0.214 0.4131
H 2.582320 5.422679 -0.479918 0.068 -0.084 -0.009 0.3953
H 0.060303 5.896071 -0.356074 0.048 -0.432 0.152 0.3845
H -0.050634 5.216856 -1.980670 0.022 0.415 -0.282 0.3209
H 0.985495 6.700223 -1.500395 -0.260 -0.144 -0.879 0.4099
H 1.215349 4.059452 0.664842 0.023 -0.061 0.061 0.2486
C 2.742569 -2.117033 1.911699 -0.725 -0.010 0.235 -1.4141
C 1.843361 -0.881219 2.031609 0.083 -0.450 -0.034 1.7905
C 0.366455 -1.198462 2.037200 -0.764 -0.136 -0.578 -0.8340
O 2.142812 -0.206404 3.254144 0.081 0.234 -0.124 -0.6521
H 2.468848 -2.749373 1.065441 0.102 0.189 -0.176 0.3082
H 2.586301 -2.724726 2.805508 0.255 0.007 0.065 0.4065
H 3.784455 -1.807273 1.829337 0.072 -0.144 0.006 0.2195
H 2.054140 -0.244371 1.163506 -0.065 0.247 0.093 -0.5009
H -0.273968 -0.320596 2.129088 0.319 0.254 0.217 -0.3161
H 0.006359 -1.898563 2.792915 0.483 -0.083 0.168 0.6058
H 0.057440 -1.608000 1.071035 0.184 -0.172 0.000 0.0883
H 3.089844 -0.029505 3.256150 -0.043 0.044 0.101 0.3763
C -0.233894 -5.097424 -3.614950 -0.542 -0.167 -0.666 -1.3925
C -1.242410 -4.025743 -3.253880 -0.204 0.816 0.679 0.4608
C -0.619031 -2.919811 -2.396845 0.360 -0.004 -0.682 -1.0062
O -1.704559 -3.422225 -4.466707 0.249 -0.431 -0.356 -0.5762
H 0.096676 -5.748160 -2.807899 -0.027 0.380 0.338 0.3429
H 0.617768 -4.607536 -4.087429 0.103 -0.166 0.003 0.3564
H -0.705943 -5.764896 -4.340264 0.137 0.064 -0.131 0.3578
H -2.119937 -4.432190 -2.739477 0.127 -0.276 0.092 0.2610
H 0.293400 -2.610384 -2.916244 0.241 -0.175 0.265 0.3351
H -0.400038 -3.240928 -1.379034 -0.026 0.132 0.020 0.3114
H -1.209258 -2.001374 -2.420505 -0.412 -0.223 0.427 0.2454
H -2.298056 -2.704848 -4.233213 -0.041 0.042 0.038 0.3211
O -1.148404 2.243860 -0.880904 0.012 0.196 0.195 -0.6105
C -0.595823 0.967112 -0.584205 -0.336 -0.453 -0.698 -0.0146
C 0.396806 0.501462 -1.649973 0.369 -0.700 1.519 -0.4233
O 1.681305 1.047542 -1.388268 0.423 0.141 -0.617 -0.2610
H -0.456803 2.894942 -0.701094 -0.026 0.010 -0.069 0.4085
H -0.125970 0.961397 0.402053 0.253 0.065 -0.096 0.3717
H -1.413388 0.244117 -0.516484 -0.169 0.166 -0.126 0.1689
H 0.036528 0.601449 -2.676563 -0.002 0.563 0.011 0.2310
H 0.566968 -0.569793 -1.504091 -0.250 -0.061 -0.026 -0.0742
H 1.627274 1.953661 -1.063803 -0.222 0.075 0.016 0.0397
O -5.749589 -1.345999 1.909259 0.144 0.141 -0.567 -0.6335
C -5.227986 -1.934471 0.707519 -0.627 0.586 0.807 -0.2167
C -3.879532 -2.571839 1.003797 0.077 0.177 -0.675 -0.5734
O -2.839672 -1.615535 0.811244 0.161 0.103 0.021 -0.1648
H -5.666667 -0.378407 1.741605 -0.352 -0.188 0.512 0.4955
H -5.989176 -2.574080 0.248771 0.210 -0.482 0.334 0.4081
H -5.124004 -1.108118 -0.002926 0.511 -0.227 -0.280 0.0507
H -3.702323 -3.403717 0.317711 0.221 0.089 -0.030 0.2983
H -3.802820 -2.943516 2.026698 -0.503 -0.129 0.025 0.2945
H -3.023539 -0.872659 1.409543 0.040 -0.018 -0.031 0.0908
```
Positions in Å, forces in eV/Å.


Entry 2:
Below is a cluster of 2 separate species, C2H6N2OS in total at a distorted geometry, with properties calculated with ωB97M-V/def2-TZVPD.

Max |F|, eV/A: 3.1
Relative energy (zero: lowest compared OMol25 entry of this formula, charge and spin), kcal per mole: 111.2
Energy, hartree: -662.5897
SMILES: CSN=O.C=N

```
12
Properties=species:S:1:pos:R:3:forces:R:3:mulliken_charge:R:1
C -0.323923 -1.945573 0.245792 -0.788 0.480 0.768 -0.6487
S -1.272066 -0.616180 -0.528258 -1.249 -0.783 -0.811 0.1182
N -1.196091 0.332857 0.814012 -0.791 1.279 2.713 0.0778
O -1.852446 1.340981 0.984968 0.089 -1.037 -0.963 -0.3936
H 0.667728 -1.669383 -0.026027 1.056 -0.521 0.224 0.1999
H -0.659930 -2.844324 -0.246749 0.166 -0.402 -0.046 0.3299
H -0.500249 -1.998790 1.366752 0.211 0.223 -1.570 0.2677
C 0.700915 1.771975 -0.562448 1.953 -0.770 -0.387 -0.3852
N 1.794846 1.200484 -0.917754 -0.564 0.928 -0.618 -0.5531
H 0.277817 2.609282 -1.194622 0.342 -1.015 0.923 0.2845
H 0.266513 1.364457 0.346828 -0.075 1.289 -0.294 0.4465
H 2.096886 0.454213 -0.282493 -0.349 0.330 0.061 0.2559
```
Positions in Å, forces in eV/Å.


Entry 3:
Below is the molecule CH7N3O at a distorted geometry, with properties calculated with ωB97M-V/def2-TZVPD.

Max |F|, eV/A: 5.3
Relative energy (zero: lowest compared OMol25 entry of this formula, charge and spin), kcal per mole: 97.7
Energy, hartree: -281.6941
SMILES: NC(N)NO

```
12
Properties=species:S:1:pos:R:3:forces:R:3:mulliken_charge:R:1
N -0.777478 -0.472209 -1.370664 -0.377 1.650 0.809 -0.6303
C -0.170131 0.358611 -0.094952 -1.791 -2.453 -4.392 0.2117
N -0.958265 0.138707 1.011144 -0.240 0.188 1.492 -0.4292
N 0.998085 -0.401048 -0.094851 2.950 0.914 3.926 -0.3644
O 2.023875 0.469606 0.816168 -0.683 -0.973 -1.475 -0.5212
H -1.235251 -1.359481 -1.182078 0.409 0.455 0.088 0.1768
H -0.450058 -0.311867 -2.320557 -0.042 -0.086 0.568 0.1912
H -0.099362 1.401118 -0.394166 -0.009 0.088 -0.018 0.3822
H -1.726948 0.749239 1.251133 0.421 -0.173 -0.219 0.1663
H -0.762769 -0.635497 1.633421 -0.052 0.186 -0.469 0.2383
H 1.529528 -0.508405 -0.952510 -0.303 0.723 0.178 0.2736
H 1.628775 0.571225 1.697913 -0.283 -0.519 -0.489 0.3051
```
Positions in Å, forces in eV/Å.


Entry 4:
Below is a cluster of 2 separate species, C5H15N in total, with properties calculated with ωB97M-V/def2-TZVPD.

Max |F|, eV/A: 0.4
Relative energy (zero: lowest compared OMol25 entry of this formula, charge and spin), kcal per mole: 0.6
Energy, hartree: -254.2412
SMILES: CCC.CCN

```
21
Properties=species:S:1:pos:R:3:forces:R:3:mulliken_charge:R:1
C -1.823783 -0.302241 0.671879 0.189 -0.193 -0.088 -1.1002
C -0.682881 -1.306648 0.545817 -0.060 -0.007 0.311 0.0389
C 0.054455 -1.506652 1.863076 -0.088 -0.140 -0.225 -1.3503
H -1.454135 0.665162 1.010321 0.000 0.096 0.030 0.2556
H -2.327840 -0.161091 -0.282324 -0.130 0.068 -0.060 0.3408
H -2.557877 -0.655548 1.394868 -0.084 0.038 0.038 0.4048
H -1.080520 -2.263610 0.204669 0.013 -0.061 -0.074 0.3607
H 0.034670 -0.971536 -0.197037 0.006 -0.065 -0.060 0.0151
H -0.600264 -1.954953 2.603702 -0.091 -0.061 0.198 0.3915
H 0.911265 -2.162260 1.725628 0.103 -0.061 0.075 0.3214
H 0.409153 -0.558917 2.257330 0.088 0.156 0.090 0.3087
C 1.501562 1.330895 -0.280366 -0.163 0.153 -0.280 -0.7848
C 0.670842 1.579999 -1.544210 0.269 0.208 -0.052 -0.3986
N 0.239639 0.410980 -2.289209 -0.120 -0.129 -0.152 -0.6346
H 1.983459 2.256633 0.030911 0.054 0.043 0.084 0.3792
H 0.888818 0.976122 0.540992 -0.050 -0.096 0.141 0.0374
H 2.277365 0.593181 -0.479963 0.108 -0.061 0.022 0.2562
H -0.221355 2.158099 -1.292398 0.080 0.081 -0.062 0.3138
H 1.270963 2.181635 -2.236294 -0.119 0.095 0.129 0.3180
H 1.013612 -0.228513 -2.429935 -0.128 -0.046 0.006 0.2451
H -0.507147 -0.080737 -1.817457 0.123 -0.018 -0.072 0.2811
```
Positions in Å, forces in eV/Å.


Entry 5:
Below is a cluster of 2 separate species, C5H10N in total at a distorted geometry, with properties calculated with ωB97M-V/def2-TZVPD.

Net charge: +1
Max |F|, eV/A: 2.5
Relative energy (zero: lowest compared OMol25 entry of this formula, charge and spin), kcal per mole: 104.3
Energy, hartree: -250.8391

```
16
Properties=species:S:1:pos:R:3:forces:R:3:mulliken_charge:R:1
C -3.009149 0.461679 -0.127791 -1.123 1.480 0.075 -0.0829
C -0.253639 -0.021174 0.494045 -2.495 0.485 -0.154 -0.7288
C 2.216352 0.592384 -0.251337 0.116 0.269 -0.071 -1.3718
C 0.339820 -1.164538 -0.341519 0.901 -0.108 0.204 -0.4370
C 1.354227 -0.432367 0.383436 0.658 -0.810 -0.642 0.3916
N -2.215101 -0.457278 -0.153492 1.866 -1.427 0.114 -0.1941
H -2.924982 1.507421 0.159609 0.399 0.067 0.126 0.2808
H -4.017094 0.181789 -0.462264 -0.050 -0.247 -0.063 0.3041
H -0.580037 -0.181716 1.508976 0.108 0.034 0.109 0.3875
H 3.223405 0.174473 -0.339558 -0.020 -0.058 -0.041 0.3911
H 1.869236 0.871691 -1.244721 -0.015 0.001 -0.005 0.3282
H 2.312847 1.485196 0.366683 -0.010 0.002 0.026 0.3643
H 0.266409 -1.027365 -1.411549 -0.045 0.222 -0.024 0.2569
H 0.046860 -2.147060 0.001546 -0.118 0.046 0.190 0.2812
H -0.338599 0.973640 0.085566 0.122 0.079 0.062 0.4453
H 1.709440 -0.816768 1.332365 -0.295 -0.035 0.095 0.3835
```
Positions in Å, forces in eV/Å.